Below is a 6-piece molecular cluster, C24H54N6 overall in a non-equilibrium geometry, with properties calculated with ωB97M-V/def2-TZVPD.

The geometry in XYZ format:
```
84
C24H54N6 ωB97M-V/def2-TZVPD
C -3.553 -1.127 3.108
C -2.831 -2.116 2.214
N -3.620 -3.336 1.983
C -4.365 -3.242 0.727
C -5.702 -2.493 0.843
C -2.749 -4.495 1.948
C -2.316 -4.975 3.370
H -3.634 -1.498 4.135
H -4.589 -0.995 2.799
H -3.024 -0.175 3.174
H -2.652 -1.590 1.267
H -1.879 -2.321 2.703
H -3.859 -2.671 -0.066
H -4.553 -4.238 0.329
H -6.294 -2.627 -0.061
H -6.234 -2.723 1.765
H -5.497 -1.417 0.870
H -1.763 -4.294 1.496
H -3.239 -5.350 1.484
H -1.516 -5.715 3.288
H -3.132 -5.499 3.866
H -1.896 -4.099 3.864
C -0.424 0.218 -0.119
C 0.636 -0.707 -0.749
N 1.840 -0.782 0.051
C 3.081 -0.384 -0.589
C 3.375 -1.201 -1.877
C 1.926 -2.072 0.759
C 0.861 -2.297 1.774
H -0.961 -0.342 0.646
H -1.193 0.482 -0.853
H 0.034 1.142 0.222
H 0.158 -1.665 -0.996
H 0.816 -0.256 -1.732
H 3.048 0.655 -0.904
H 3.933 -0.610 0.048
H 3.130 -2.249 -1.705
H 2.858 -0.860 -2.777
H 4.423 -1.128 -2.182
H 2.899 -2.163 1.256
H 1.951 -2.830 -0.042
H 0.856 -1.493 2.513
H 1.072 -3.181 2.385
H -0.127 -2.427 1.336
C 3.192 7.020 -0.721
C 2.336 5.997 0.026
N 1.718 4.921 -0.768
C 2.620 4.175 -1.640
C 3.553 3.315 -0.782
C 0.596 5.476 -1.554
C -0.643 5.797 -0.691
H 3.681 7.685 -0.012
H 2.567 7.575 -1.421
H 3.982 6.548 -1.309
H 2.966 5.517 0.780
H 1.508 6.512 0.509
H 2.057 3.504 -2.286
H 3.200 4.878 -2.255
H 4.246 3.924 -0.199
H 2.926 2.666 -0.178
H 4.231 2.729 -1.411
H 0.303 4.709 -2.271
H 0.830 6.390 -2.110
H -0.683 6.868 -0.515
H -0.703 5.194 0.218
H -1.550 5.448 -1.194
C 0.185 -5.105 -2.167
C 0.547 -4.223 -3.265
N 0.815 -3.501 -4.112
H 0.879 -5.936 -2.064
H -0.822 -5.509 -2.259
H 0.212 -4.520 -1.244
C -1.462 -1.210 -4.333
C -2.821 -1.158 -3.815
N -3.894 -1.115 -3.410
H -1.209 -0.441 -5.055
H -1.376 -2.175 -4.834
H -0.819 -1.225 -3.453
C 1.801 1.549 2.605
C 2.147 2.172 3.883
N 2.418 2.660 4.885
H 1.169 0.695 2.845
H 2.709 1.170 2.136
H 1.293 2.167 1.872
```

As for the total charge: 0. The SMILES is CCN(CC)CC.CCN(CC)CC.CCN(CC)CC.CC#N.CC#N.CC#N. As for the total energy: -34701.7725 eV. The value obtained for the strongest force on any atom is 0.04085 Eh/bohr. Its HOMO-LUMO gap is 0.327 hartree.


Below is a 3-piece molecular cluster, C24H54O13P3 overall in a non-equilibrium geometry, with properties calculated with ωB97M-V/def2-TZVPD.

The geometry in XYZ format:
```
94
C24H54O13P3 ωB97M-V/def2-TZVPD
C 2.377 2.031 2.014
C 0.757 1.663 2.092
O -0.125 2.826 1.913
P -0.261 3.311 0.246
O 1.106 4.089 -0.111
C -1.650 4.615 0.139
C -3.115 4.119 0.697
C -4.076 5.465 0.940
C -5.375 5.044 1.848
C -6.641 4.519 0.949
C -7.198 3.126 1.679
O -6.670 1.998 0.897
C -7.363 0.758 1.279
C -7.687 -0.349 0.111
O -7.687 0.592 2.578
O -0.378 2.005 -0.899
C -1.758 1.770 -1.348
C -1.927 0.516 -2.406
H 2.662 2.957 2.703
H 3.052 1.130 2.394
H 2.708 2.214 0.886
H 0.586 1.288 3.212
H 0.515 0.744 1.409
H -1.320 5.516 0.849
H -1.687 5.082 -0.948
H -3.634 3.551 -0.215
H -3.068 3.438 1.650
H -4.472 5.816 -0.129
H -3.404 6.296 1.444
H -5.714 6.057 2.370
H -6.376 4.226 -0.154
H -7.534 5.298 1.008
H -6.806 3.102 2.783
H -8.378 3.118 1.733
H -6.909 -1.224 0.132
H -7.667 0.183 -0.933
H -8.762 -0.809 0.262
H -2.165 2.729 -1.887
H -2.426 1.527 -0.415
H -1.395 0.730 -3.437
H -3.089 0.446 -2.658
H -1.640 -0.511 -1.924
O -1.226 -2.610 0.929
P -1.058 -4.011 1.567
O -1.650 -4.832 0.258
C -0.790 -5.016 -0.854
C 0.314 -6.009 -0.548
O -2.481 -3.946 2.437
C -3.055 -2.684 2.763
C -4.021 -2.214 1.684
O -0.871 -5.576 2.280
C 0.294 -5.717 3.082
C 0.377 -4.678 4.186
H -0.377 -4.055 -1.172
H -1.403 -5.403 -1.675
H 1.035 -5.573 0.155
H 0.859 -6.280 -1.454
H -0.087 -6.916 -0.088
H -2.268 -1.945 2.953
H -3.601 -2.801 3.706
H -3.624 -2.354 0.675
H -4.262 -1.156 1.819
H -4.948 -2.789 1.731
H 1.179 -5.655 2.440
H 0.272 -6.719 3.520
H 0.454 -3.668 3.777
H 1.255 -4.854 4.813
H -0.522 -4.706 4.813
O 6.274 1.749 -3.315
P 6.442 0.348 -2.677
O 5.850 -0.473 -3.986
C 6.710 -0.657 -5.098
C 7.814 -1.650 -4.792
O 5.019 0.413 -1.807
C 4.445 1.674 -1.481
C 3.479 2.145 -2.560
O 6.629 -1.217 -1.964
C 7.794 -1.358 -1.163
C 7.877 -0.319 -0.058
H 7.123 0.304 -5.417
H 6.097 -1.044 -5.919
H 8.535 -1.214 -4.089
H 8.359 -1.921 -5.698
H 7.413 -2.557 -4.332
H 5.232 2.414 -1.291
H 3.899 1.558 -0.539
H 3.876 2.005 -3.569
H 3.238 3.203 -2.425
H 2.552 1.569 -2.513
H 8.679 -1.296 -1.804
H 7.772 -2.360 -0.724
H 7.954 0.691 -0.467
H 8.755 -0.495 0.569
H 6.978 -0.347 0.569
```

As for the total charge: -1. As for the total energy: -80238.6141 eV. The value obtained for the strongest force on any atom is 0.19634 Eh/bohr. Its HOMO-LUMO gap is 0.052 hartree.


Below is a 4-piece molecular cluster, C24H55BBr2NO9S5 overall, with properties calculated with ωB97M-V/def2-TZVPD.

The geometry in XYZ format:
```
97
C24H55BBr2NO9S5 ωB97M-V/def2-TZVPD
C -5.662 4.579 3.195
C -4.830 5.529 2.323
C -3.884 4.793 1.349
C -2.413 5.065 1.651
N -1.520 4.527 0.587
C -0.988 3.166 0.875
C -2.063 2.075 0.928
C -2.140 1.346 2.269
C -2.272 2.235 3.525
B -0.857 2.630 4.253
C -1.103 3.251 5.757
Br -1.956 5.033 5.617
C 0.172 3.311 6.544
C 1.323 4.075 5.903
Br -0.072 3.969 8.420
C -0.426 5.404 0.324
S -0.115 5.971 -1.175
S 0.532 5.792 1.736
C 1.765 6.947 1.124
C 2.697 7.344 2.275
C 3.865 8.204 1.784
H -6.079 3.769 2.589
H -5.056 4.138 3.988
H -6.505 5.105 3.656
H -5.508 6.173 1.755
H -4.236 6.176 2.977
H -4.068 5.110 0.317
H -4.102 3.725 1.391
H -2.286 6.154 1.669
H -2.120 4.690 2.641
H -0.292 2.957 0.056
H -0.417 3.168 1.807
H -3.027 2.506 0.650
H -1.834 1.339 0.149
H -2.989 0.652 2.207
H -1.247 0.721 2.376
H -2.888 1.689 4.257
H -2.859 3.137 3.282
H -0.219 3.457 3.602
H -0.154 1.621 4.376
H -1.830 2.644 6.306
H 0.452 2.272 6.719
H 2.108 4.279 6.631
H 0.965 5.025 5.499
H 1.721 3.479 5.082
H 2.317 6.460 0.316
H 1.266 7.820 0.700
H 3.075 6.442 2.768
H 2.125 7.897 3.028
H 4.309 8.775 2.602
H 3.519 8.922 1.032
H 4.645 7.593 1.326
O -1.960 -0.657 -2.148
S -2.731 -1.843 -1.938
O -2.896 -2.361 -0.617
O -2.181 -2.981 -2.898
C -0.757 -3.264 -2.863
C -0.326 -4.032 -1.636
C -4.314 -1.665 -2.684
H -0.208 -2.328 -2.970
H -0.589 -3.862 -3.757
H -0.447 -3.446 -0.726
H 0.723 -4.301 -1.734
H -0.916 -4.943 -1.533
H -4.189 -1.294 -3.697
H -4.855 -0.946 -2.074
H -4.816 -2.629 -2.670
O 2.300 -6.003 -1.032
S 2.470 -7.187 -0.250
O 2.584 -7.088 1.170
O 3.711 -7.993 -0.834
C 4.952 -7.260 -0.997
C 5.667 -6.995 0.310
C 1.221 -8.354 -0.657
H 4.741 -6.338 -1.540
H 5.545 -7.905 -1.642
H 5.101 -6.321 0.949
H 6.634 -6.538 0.099
H 5.828 -7.925 0.856
H 1.153 -8.434 -1.738
H 0.296 -7.960 -0.242
H 1.469 -9.306 -0.197
O 1.140 -6.110 -5.246
S 2.248 -6.033 -6.148
O 3.320 -5.125 -5.886
O 1.677 -5.782 -7.606
C 0.775 -4.657 -7.782
C 1.478 -3.318 -7.765
C 2.912 -7.637 -6.427
H -0.004 -4.718 -7.021
H 0.319 -4.848 -8.750
H 1.907 -3.098 -6.789
H 0.757 -2.536 -8.006
H 2.281 -3.295 -8.502
H 2.100 -8.325 -6.645
H 3.419 -7.917 -5.507
H 3.620 -7.582 -7.249
```

As for the total charge: -1. The relative energy (zero: lowest compared OMol25 entry of this formula, charge and spin) is 0.0000 eV. As for the total energy: -240635.4142 eV. The value obtained for the strongest force on any atom is 0.01013 Eh/bohr. Its HOMO-LUMO gap is 0.241 hartree.